ORCA calculation (wB97M-V/def2-TZVPD) on C64H160As4F24N9O11 as an isolated structure.

The calculation puts the HOMO energy at -12.87 eV. As for the gap between HOMO and LUMO: 9.3 eV. The spin multiplicity is 1. The charge is +3.

Geometry as XYZ:
```
272
Properties=species:S:1:pos:R:3:forces:R:3
C -8.73564 -3.57985 -3.61855 -0.14 0.88 -0.59
C -8.37941 -4.21442 -2.30223 2.06 0.83 0.14
N -7.41249 -5.40100 -2.29811 -0.59 -1.49 0.61
C -7.44653 -5.79994 -0.83202 0.10 -0.87 -0.40
C -7.89410 -6.64280 -3.04623 -1.10 1.41 -1.21
C -6.92165 -7.78548 -3.01862 -0.75 -1.29 1.85
C -6.04980 -4.98881 -2.84846 0.11 0.08 1.85
C -4.79000 -5.37644 -2.04026 -1.26 1.20 -0.03
O -4.38422 -6.70403 -1.99294 0.81 -0.08 -0.04
C -3.09225 -6.80084 -1.34441 0.13 -0.45 -0.44
H -8.02509 -2.77570 -3.89112 -0.46 -0.34 0.27
H -9.76720 -3.17784 -3.62384 0.63 0.05 0.43
H -8.76784 -4.24373 -4.45730 0.18 -0.80 -0.43
H -9.21255 -4.50536 -1.71233 -0.80 -0.30 0.30
H -7.73549 -3.51833 -1.70664 -1.12 -0.10 -0.34
H -8.49398 -6.10590 -0.57706 0.97 0.73 -0.14
H -7.03355 -4.96597 -0.30222 -0.28 0.41 0.70
H -6.82267 -6.67583 -0.63346 0.06 0.33 -0.28
H -7.97986 -6.35681 -4.10266 -0.05 0.27 0.19
H -8.96006 -6.77589 -2.73986 1.00 -0.47 0.21
H -6.63374 -8.04362 -1.96052 0.12 0.25 -1.30
H -6.06849 -7.61149 -3.65349 0.32 0.05 0.10
H -7.43834 -8.69042 -3.36321 0.06 0.28 -0.19
H -6.02336 -3.90909 -2.84822 -0.07 0.31 0.23
H -6.10218 -5.25664 -3.85236 0.39 -0.81 -1.75
H -4.99762 -4.95718 -1.05386 0.13 -0.27 0.49
H -4.06235 -4.65713 -2.40049 0.66 -0.35 -0.44
H -3.16015 -6.33010 -0.35084 0.15 -0.14 -0.22
H -2.27173 -6.29381 -1.94308 -1.02 -0.54 0.57
H -2.86829 -7.89581 -1.23180 -0.21 1.14 -0.16
C 3.67763 7.86238 10.62450 -1.83 -1.74 1.57
C 2.21945 7.43061 10.30412 1.18 1.01 -0.91
N 1.98664 6.90730 8.89486 -0.12 0.84 -0.71
C 2.67541 5.62281 8.59122 0.41 -0.63 -0.87
C 0.46873 6.69493 8.71481 0.63 -1.26 1.11
C -0.05809 5.54175 9.63416 -0.70 0.62 -1.60
C 2.45204 8.01845 7.94372 1.74 -1.83 -2.10
C 2.50551 7.62934 6.43470 -0.94 -0.65 -0.42
O 3.73019 6.95085 6.16493 -0.13 0.91 0.31
C 3.69980 6.01926 5.07779 -2.42 0.45 0.27
H 4.30369 6.98150 10.50218 0.57 0.41 -0.38
H 3.64048 8.01240 11.72543 0.20 0.17 -0.63
H 3.95431 8.77656 10.16248 0.57 0.44 -0.56
H 1.60377 8.31991 10.33733 -0.40 0.03 0.33
H 1.88390 6.68763 10.98889 -0.28 -0.48 0.42
H 3.76162 5.73649 8.45633 -0.50 0.37 0.05
H 2.24627 5.23428 7.62265 0.43 0.21 1.19
H 2.52829 4.91232 9.40874 -0.25 0.19 -0.23
H 0.26479 6.38682 7.69825 0.22 0.16 -0.27
H 0.06445 7.67028 8.91147 -0.56 0.27 0.18
H 0.39435 4.58640 9.34942 -0.21 0.22 0.02
H -1.14965 5.46891 9.43599 0.69 -0.04 0.09
H 0.05806 5.70960 10.67923 0.16 0.23 0.76
H 3.54024 8.11935 7.97776 -0.08 0.32 1.39
H 1.95430 8.94316 8.10429 -0.62 0.52 0.44
H 2.49315 8.53684 5.79027 -0.38 -0.37 0.60
H 1.64833 6.96572 6.17829 0.35 0.46 -0.16
H 2.97947 6.34935 4.21421 1.55 -0.39 1.38
H 3.22070 5.13853 5.56022 0.66 -0.19 -1.07
H 4.73496 5.92485 4.78024 -0.06 -0.42 -0.29
C -5.25285 5.12999 -8.31403 1.77 -1.23 1.37
C -4.95132 4.21819 -9.51585 -2.10 -0.26 0.92
N -3.66839 3.49086 -9.53150 0.62 -0.01 -2.11
C -3.58522 2.79546 -10.89473 -1.06 1.56 -0.87
C -2.41440 4.46149 -9.52996 0.03 -0.92 2.21
C -2.46129 5.69710 -10.37993 -1.33 -0.19 0.22
C -3.48181 2.45435 -8.46095 -1.20 1.82 1.02
C -4.38861 1.25272 -8.30201 0.28 0.95 0.06
O -4.25374 0.52976 -9.45931 0.02 -1.69 -0.75
C -4.79512 -0.80559 -9.50948 0.67 0.61 0.64
H -4.68379 6.07840 -8.20952 -0.15 -0.65 -0.64
H -5.04669 4.57676 -7.37814 -0.22 0.27 -0.22
H -6.28282 5.35552 -8.30376 -1.21 0.33 -0.14
H -5.01254 4.89906 -10.31626 0.34 0.31 -1.56
H -5.79545 3.46349 -9.73975 1.37 1.02 0.82
H -4.61305 2.61127 -11.29117 0.90 -0.15 0.57
H -3.01627 1.88844 -10.85245 0.24 -0.22 0.19
H -3.13380 3.54349 -11.56700 -0.11 -0.51 0.10
H -1.62690 3.81156 -9.83940 0.53 -0.57 -0.25
H -2.15929 4.68894 -8.45439 -0.72 -0.23 -1.01
H -2.32793 6.53288 -9.73805 0.28 0.87 0.38
H -3.45079 5.81906 -10.79141 -0.26 0.21 -0.37
H -1.77317 5.74799 -11.19262 0.61 -0.26 -0.43
H -3.54878 3.01960 -7.54606 0.16 0.07 0.44
H -2.47669 2.18256 -8.58805 1.27 -0.83 -0.02
H -5.44698 1.46879 -8.12491 0.01 0.33 0.29
H -3.93723 0.82343 -7.39596 -0.35 -0.51 -0.13
H -4.39979 -1.45739 -8.68370 -0.13 0.58 -0.81
H -4.45914 -1.10330 -10.49600 -0.22 -0.70 0.08
H -5.88242 -0.79106 -9.44291 -0.12 0.03 -0.07
C 4.44609 -2.43892 2.86084 -0.91 0.23 0.84
C 3.78686 -1.07469 2.69892 -0.37 -0.81 -1.05
N 3.07654 -0.51721 3.89063 0.26 0.02 0.07
C 1.98308 -1.47713 4.21846 0.65 -0.18 -0.70
C 3.98918 -0.48407 5.09271 -0.93 -1.12 -0.20
C 3.29298 -0.01679 6.33031 0.36 1.15 1.40
C 2.39784 0.83031 3.60289 0.88 -0.17 0.06
C 3.16605 1.79745 2.73480 1.31 -1.20 -0.60
O 4.45390 2.07111 3.28273 -0.69 -0.62 0.30
C 5.23904 3.04378 2.62847 0.54 -0.29 0.19
H 3.68703 -3.21547 3.10856 0.94 0.30 -0.07
H 5.24466 -2.31108 3.60910 -0.21 -0.71 -0.30
H 4.86040 -2.65362 1.88592 0.17 -0.19 0.20
H 3.02746 -1.11409 1.90205 0.28 0.12 0.20
H 4.60533 -0.45964 2.39280 0.17 1.12 0.04
H 1.34531 -1.49634 3.34474 0.07 -0.68 -0.24
H 1.39183 -1.06652 4.99470 -0.25 0.17 0.89
H 2.50020 -2.41341 4.49045 -0.88 0.33 -0.12
H 4.88800 -0.02412 4.79289 0.84 1.37 -0.06
H 4.29238 -1.49834 5.24857 -0.02 -0.81 0.00
H 2.36990 -0.54658 6.59562 0.21 0.14 -0.46
H 3.06946 1.06662 6.23447 0.13 -0.65 0.63
H 3.93111 -0.21227 7.23121 -0.23 0.49 -0.89
H 2.25957 1.23128 4.57581 -0.63 0.42 0.40
H 1.48696 0.54666 3.09184 -0.22 0.38 0.09
H 2.62773 2.71268 2.54007 -0.53 0.23 0.15
H 3.30733 1.24475 1.79768 -0.02 0.52 -0.41
H 5.21038 2.98491 1.51810 -0.12 -0.17 0.51
H 6.27460 2.76544 2.98013 -0.93 1.02 -0.47
H 4.87804 4.04913 2.93523 0.61 -0.34 -0.17
C -4.59272 2.32243 1.62963 -0.78 -0.36 0.47
C -3.18105 2.20464 0.99533 -1.03 2.41 0.75
N -2.94616 3.23478 -0.14851 -2.00 -2.06 -0.33
C -3.40160 4.52263 0.39261 0.18 1.64 -0.15
C -1.55154 3.14325 -0.64633 0.07 0.37 -0.09
C -0.58728 3.88836 0.24471 0.38 0.87 -1.94
C -3.79495 2.80539 -1.36605 -0.46 -0.73 -0.05
C -4.05557 3.93183 -2.36164 0.08 -1.16 1.42
O -5.10504 4.76791 -1.86955 1.08 -0.55 -0.24
C -5.49126 5.66207 -2.86637 -1.57 -0.88 -1.82
H -4.86180 1.32969 2.02198 -0.09 0.15 -0.57
H -5.46518 2.67338 1.02770 0.94 -0.40 0.17
H -4.57073 2.90781 2.55414 0.08 0.39 -0.32
H -3.05625 1.18369 0.68595 0.86 -0.22 -0.50
H -2.54865 2.64244 1.80211 0.32 -1.24 -0.69
H -4.47566 4.59240 0.57062 0.17 -0.48 -0.55
H -3.12236 5.34400 -0.28442 -0.11 -0.40 0.19
H -2.96266 4.72277 1.36382 0.50 -0.20 0.07
H -1.54655 3.45053 -1.70535 0.14 0.36 0.64
H -1.39010 2.07414 -0.71305 0.49 -0.32 0.31
H -0.60195 3.53421 1.23769 0.17 -0.34 1.21
H -0.72167 4.98967 0.20385 -0.17 -0.67 0.16
H 0.38180 3.72299 -0.22013 0.35 -0.13 0.35
H -4.74476 2.45810 -0.94740 0.15 -0.06 -0.26
H -3.30296 1.93273 -1.91689 -0.41 1.19 1.12
H -4.35771 3.36576 -3.25116 0.16 0.69 -0.29
H -3.07629 4.42864 -2.46023 -0.76 0.45 -0.69
H -4.64307 6.10881 -3.39990 -0.17 0.33 0.40
H -6.22155 6.32612 -2.44227 0.24 0.85 0.33
H -6.12801 5.14455 -3.66828 0.99 0.23 0.75
C 3.75065 2.20642 -5.38485 -0.59 -1.73 -0.91
C 4.42354 1.61747 -4.20488 0.64 -0.79 1.06
N 3.54405 1.28731 -3.03125 -0.20 -0.16 0.81
C 2.66050 0.10022 -3.42371 -0.93 2.18 -0.20
C 4.45072 0.80827 -1.81099 -2.06 0.94 -1.04
C 5.60898 -0.02210 -2.19449 0.27 0.94 -0.45
C 2.64444 2.43739 -2.56109 0.46 -0.68 -0.22
C 3.31614 3.77700 -2.33524 -1.27 0.15 -1.59
O 4.30239 3.69574 -1.36038 0.32 1.24 -0.56
C 5.06463 4.89102 -1.50529 1.00 0.33 1.96
H 3.50124 3.21247 -5.30791 -0.12 1.89 0.08
H 2.81690 1.69596 -5.64374 0.06 0.00 0.23
H 4.36891 1.98939 -6.24506 0.32 0.47 -0.26
H 5.26881 2.17993 -3.81355 -0.16 0.56 -0.04
H 4.89501 0.66939 -4.46884 -0.27 -0.03 -0.14
H 1.81005 -0.02693 -2.72636 0.74 0.13 -0.01
H 3.38022 -0.67333 -3.33722 -0.13 -1.39 -0.67
H 2.20671 0.38664 -4.41566 0.74 -1.01 0.93
H 3.71608 0.31811 -1.18197 0.02 -0.28 0.22
H 4.72344 1.74247 -1.38541 0.41 0.42 0.61
H 5.31301 -0.74442 -2.92572 0.27 -0.87 -0.16
H 5.93811 -0.46093 -1.28256 0.44 -0.80 0.48
H 6.40607 0.61735 -2.58451 0.03 -0.29 -0.05
H 2.25124 2.07343 -1.60114 -0.33 0.04 -0.42
H 1.88025 2.53552 -3.34779 -0.03 -0.01 0.55
H 2.47565 4.48152 -2.05965 0.77 -0.49 -0.04
H 3.72868 4.19682 -3.30736 -0.30 -0.53 0.97
H 4.47294 5.79740 -1.24871 0.17 -0.53 -0.44
H 5.55630 4.97888 -2.47255 -0.30 -0.03 -0.26
H 5.87118 4.82676 -0.75455 -0.30 0.08 -0.26
C -1.31133 -1.11993 5.70916 1.62 -0.77 -0.69
C -2.59968 -1.76768 5.06005 1.20 0.88 2.54
N -3.01195 -1.08117 3.83562 0.76 0.06 -0.92
C -4.26240 -1.66028 3.25759 0.04 -1.57 2.06
C -3.09506 0.37377 4.07797 0.25 1.13 1.86
C -4.23867 0.70439 5.02232 -0.54 0.25 0.55
C -1.99941 -1.26989 2.77326 0.57 -0.62 -1.28
C -1.31203 -2.61074 2.84456 -1.26 -0.50 -2.51
O -2.27163 -3.69437 2.68559 1.06 1.02 0.31
C -1.74898 -4.94571 2.30839 0.95 0.23 -0.82
H -1.46301 -0.33067 6.44200 -0.49 -0.24 0.16
H -0.50561 -0.64422 5.05866 -1.73 -0.69 0.06
H -0.70708 -1.94795 6.15649 -0.77 0.52 0.14
H -3.39034 -1.68098 5.80188 -0.18 0.17 -0.15
H -2.44531 -2.83404 4.98836 -0.12 -0.09 -0.91
H -4.95147 -1.71841 4.09844 -0.28 -0.20 -0.18
H -3.97309 -2.66859 2.90848 -0.52 0.68 0.11
H -4.67991 -1.07661 2.48919 -0.14 0.87 -1.02
H -3.20661 0.87770 3.13584 -0.09 -0.11 -0.39
H -2.13001 0.76579 4.53526 -1.12 -0.82 -0.72
H -4.13800 1.74597 5.32569 -0.21 0.22 -0.40
H -4.17180 0.21290 6.01249 0.03 -0.14 -0.68
H -5.24997 0.51688 4.59160 0.76 0.25 0.31
H -1.23509 -0.49550 2.70437 -0.14 0.00 0.59
H -2.55808 -1.19121 1.85084 0.14 -0.02 -0.35
H -0.77519 -2.67838 3.72164 1.11 -0.58 2.21
H -0.56847 -2.63262 2.05155 -0.12 0.00 -0.36
H -1.06860 -4.93936 1.42958 -0.59 0.58 0.01
H -2.62489 -5.50707 2.06438 -0.30 -0.78 -0.03
H -1.11460 -5.43704 3.03686 -0.28 -0.07 0.83
C 8.70041 -5.94285 0.10289 0.12 -0.84 -1.12
C 8.42394 -6.58636 -1.26046 1.70 -0.16 -0.02
N 7.45075 -7.79157 -1.31944 -0.20 -1.04 0.13
C 6.78642 -7.63456 -2.59997 -2.02 0.90 -1.31
C 8.05681 -9.17169 -1.43756 2.55 0.04 1.09
C 9.22004 -9.41470 -0.42888 -0.75 -0.02 -0.55
C 6.43840 -7.70632 -0.18950 0.88 -2.58 0.52
C 5.29912 -8.80910 -0.24352 1.75 0.55 -0.44
O 5.81128 -9.78276 0.64817 -1.30 -0.28 0.13
C 4.77793 -10.73603 1.00293 0.49 1.41 -0.09
H 7.78492 -5.58379 0.46259 -1.18 0.45 0.97
H 9.33279 -5.08527 0.00607 0.42 0.54 -0.62
H 9.20618 -6.56495 0.79531 0.24 -0.85 0.74
H 9.41816 -6.82983 -1.79379 -1.85 0.00 0.60
H 7.85904 -5.85497 -1.81335 0.20 0.39 -0.38
H 7.54371 -7.39799 -3.31294 0.47 -0.29 -0.76
H 6.14859 -6.74540 -2.58233 -0.09 -0.09 0.22
H 6.14522 -8.47796 -2.93374 0.79 0.32 0.51
H 8.43572 -9.29094 -2.46173 0.07 0.37 0.31
H 7.37132 -9.98413 -1.31937 -1.17 0.22 0.29
H 9.10051 -9.02739 0.58159 -0.40 0.03 -0.10
H 10.13136 -9.03681 -0.82326 0.83 0.61 -0.28
H 9.38681 -10.47611 -0.35445 -0.13 -0.47 0.13
H 6.02605 -6.73011 -0.25765 -0.14 0.79 0.43
H 7.05905 -7.99511 0.75326 -1.43 1.13 -1.46
H 5.11578 -9.29787 -1.24996 0.13 0.79 0.87
H 4.37815 -8.29186 0.08095 0.18 -0.52 0.13
H 4.52835 -11.29120 0.11725 -0.21 -0.61 -0.38
H 3.87244 -10.13429 1.28357 0.70 -0.91 0.39
H 5.24916 -11.37342 1.75766 -0.69 0.17 0.01
N 0.28643 -0.31463 0.44219 -1.79 0.30 0.81
O 1.04562 0.18703 -0.35737 1.32 0.62 -1.40
O -0.92664 -0.44861 0.20031 0.12 -0.08 -0.36
O 0.69422 -0.61881 1.58514 0.62 -0.47 0.62
As -5.28838 -1.32201 -0.99859 1.17 2.96 -0.74
F -6.02433 0.04676 -0.13994 0.16 -0.80 -0.91
F -4.22949 -0.21985 -1.95157 -1.33 -0.52 0.57
F -4.55623 -2.63352 -1.75742 1.17 -1.50 -0.55
F -6.21539 -2.41105 -0.05466 -0.57 -0.40 0.47
F -6.41579 -1.41659 -2.32743 -0.57 0.66 0.55
F -4.00093 -1.28944 0.15830 -0.03 -0.19 0.75
As 4.76986 -3.90732 -0.71933 -0.98 1.25 -0.13
F 3.38615 -3.78419 0.32542 0.23 -0.18 0.17
F 4.11546 -5.32294 -1.44867 -0.34 -0.46 0.12
F 6.06610 -4.10757 -1.84364 0.63 0.27 -0.05
F 5.50269 -2.48637 -0.01173 0.21 0.13 -0.17
F 5.61941 -4.79653 0.49060 0.13 -0.62 0.20
F 3.93166 -2.80945 -1.78038 0.17 -0.31 -0.46
As -1.61339 2.51279 -5.18456 -2.19 0.92 2.76
F -1.26284 3.72120 -6.34665 -0.12 0.56 -0.50
F -3.40287 2.88924 -5.40121 1.49 -0.08 0.50
F -2.01319 1.28610 -3.96179 0.49 0.94 -0.85
F 0.09515 2.34051 -4.99405 0.20 -0.83 -0.02
F -1.53806 3.69730 -3.85184 -0.10 -0.38 -0.84
F -1.85471 1.36109 -6.38458 0.61 -1.13 -1.02
As -0.20707 2.99205 5.92301 1.14 -0.75 -1.31
F -1.30549 3.23682 4.62495 0.16 -0.06 -1.05
F 1.20835 3.63672 4.98998 -1.12 -0.66 0.65
F 0.78359 2.71766 7.29499 0.43 0.20 0.33
F -1.53608 2.26549 6.73092 -0.32 0.02 0.67
F 0.22908 1.35779 5.33302 -0.26 1.01 0.11
F -0.53170 4.60386 6.40435 -0.09 0.48 0.67
```
Forces are in eV/Å.